{"formula": "C8H12N3O5S2", "method": "wB97M-V/def2-TZVPD", "species": ["N", "C", "O", "C", "N", "N", "C", "S", "C", "C", "O", "H", "H", "H", "H", "O", "S", "O", "O", "C", "C", "C", "H", "H", "H", "H", "H", "H", "H", "H"], "xyz": [[2.667844, -1.310325, -1.059593], [2.110719, -1.243625, -2.060534], [1.472688, -1.161382, -3.213211], [0.118028, -1.328848, -3.108121], [-0.603827, -0.283070, -3.349875], [-1.911605, -0.455064, -3.333734], [-2.552625, -1.598204, -3.075583], [-4.318931, -1.583177, -3.151919], [-1.788340, -2.732655, -2.797681], [-0.415219, -2.615221, -2.800690], [0.415328, -3.600889, -2.465594], [-2.454692, 0.381621, -3.538352], [-4.463252, -1.367483, -1.834525], [-2.272277, -3.675590, -2.571071], [0.578153, -4.248292, -3.169262], [0.840956, 3.585465, 3.612559], [0.558643, 2.193808, 3.781623], [1.442012, 1.378845, 4.552223], [0.367862, 1.543934, 2.334548], [1.377710, 1.875196, 1.348903], [2.669201, 1.114075, 1.548872], [-1.086903, 1.976386, 4.360010], [1.534715, 2.954179, 1.360802], [0.910596, 1.614300, 0.399077], [3.176895, 1.423980, 2.460491], [3.332275, 1.302106, 0.704099], [2.483657, 0.042688, 1.610725], [-1.757855, 2.570023, 3.745945], [-1.097970, 2.328200, 5.389323], [-1.333777, 0.919033, 4.320548]], "forces_ev_per_angstrom": [[0.02, 0.02, 0.03], [-0.06, -0.05, -0.27], [0.06, 0.12, 0.32], [0.02, -0.20, 0.15], [-0.15, 0.06, -0.16], [0.02, -0.18, 0.03], [0.12, 0.00, 0.11], [-0.04, 0.05, -0.10], [-0.02, 0.06, 0.01], [-0.08, 0.00, -0.11], [0.09, 0.13, -0.12], [0.05, -0.01, 0.00], [0.00, -0.02, 0.06], [0.04, 0.08, -0.04], [-0.09, -0.05, 0.10], [0.03, 0.06, 0.02], [-0.04, -0.07, -0.05], [0.01, -0.01, 0.03], [-0.01, -0.02, 0.07], [0.11, 0.07, -0.21], [-0.02, -0.02, 0.12], [-0.03, 0.01, 0.00], [-0.01, -0.01, 0.05], [-0.04, -0.03, 0.03], [-0.01, 0.02, 0.00], [0.00, 0.00, -0.02], [0.00, -0.01, -0.04], [0.00, 0.00, 0.00], [0.01, 0.00, 0.00], [0.01, 0.00, 0.01]], "nbo_charge": [-0.293, 0.497, -0.427, 0.436, -0.128, -0.247, 0.113, 0.109, -0.241, 0.361, -0.640, 0.457, 0.178, 0.287, 0.535, -0.936, 2.383, -0.926, -0.733, -0.074, -0.643, -0.888, 0.209, 0.173, 0.235, 0.220, 0.221, 0.249, 0.262, 0.250], "total_charge": 1, "gap_ev": 6.63, "energy_ha": -1648.52058}

{"formula": "C28H36CsGeN2O8", "method": "wB97M-V/def2-TZVPD", "species": ["Cs", "C", "C", "C", "C", "C", "C", "H", "H", "H", "H", "H", "H", "O", "C", "C", "O", "C", "C", "O", "C", "O", "O", "C", "C", "O", "H", "H", "H", "O", "C", "N", "C", "O", "C", "C", "C", "C", "N", "C", "H", "H", "H", "H", "H", "H", "H", "H", "C", "C", "C", "C", "Ge", "C", "C", "C", "C", "H", "H", "H", "H", "H", "H", "H", "H", "H", "H", "H", "H", "H", "H", "H", "H", "H", "H", "H"], "xyz": [[0.936510, -0.311217, 1.741943], [3.907435, -2.364637, 1.815312], [2.980613, -3.398988, 1.817478], [2.220018, -3.651791, 2.952765], [2.380540, -2.866396, 4.087719], [3.311049, -1.834386, 4.089011], [4.075251, -1.588593, 2.956179], [4.461260, -2.133355, 0.915592], [2.838809, -3.992312, 0.922629], [1.488518, -4.450786, 2.949291], [1.772208, -3.045483, 4.965380], [3.412825, -1.205003, 4.963738], [4.780898, -0.767505, 2.943622], [-3.551181, 0.647650, 6.240686], [-2.606987, 0.869469, 5.537753], [-2.616441, 1.475457, 4.145431], [-3.633579, 1.762534, 3.517600], [-1.261241, 1.610343, 3.756963], [-0.328025, 1.034189, 4.656991], [0.891208, 0.887092, 4.556789], [-1.138387, 0.598890, 5.870130], [-0.706247, 0.120902, 6.880754], [-0.963347, 2.121651, 2.509533], [0.354871, 3.923598, 3.515569], [0.071889, 3.020143, 2.354529], [0.656046, 3.027859, 1.311076], [0.901072, 4.784196, 3.141428], [0.979725, 3.381434, 4.228282], [-0.557915, 4.231118, 4.023484], [-7.003499, 2.355251, 0.670915], [-5.678293, 2.809366, 0.785375], [-4.705225, 1.735205, 0.820161], [-4.638035, 0.902589, -0.231671], [-5.371649, 1.037690, -1.212073], [-3.643159, -0.219030, -0.189810], [-3.489600, -0.993076, -1.334940], [-2.579785, -2.033231, -1.325895], [-1.842603, -2.250917, -0.173157], [-1.973685, -1.523191, 0.934898], [-2.871395, -0.535106, 0.920605], [-7.031310, 1.880768, -0.171538], [-5.595936, 3.352997, 1.722861], [-5.436946, 3.474391, -0.049743], [-4.160131, 1.617666, 1.668742], [-4.087145, -0.755005, -2.204335], [-2.422886, -2.652720, -2.198143], [-1.101982, -3.043355, -0.138285], [-2.976489, 0.016378, 1.848308], [0.454265, -2.960043, -4.822347], [0.851568, -2.443460, -3.444545], [0.368033, -1.023378, -3.180024], [0.820668, -0.488635, -1.820512], [2.789645, -0.014210, -1.449737], [2.833464, 1.821993, -2.316703], [2.488075, 2.059399, -3.790177], [3.488609, 1.437444, -4.781498], [3.014125, 0.140304, -5.428539], [0.792735, -3.985171, -4.988965], [0.887565, -2.334415, -5.606676], [-0.631571, -2.941948, -4.954612], [1.938639, -2.471161, -3.332805], [0.448031, -3.107815, -2.668462], [-0.729535, -1.011169, -3.264606], [0.732047, -0.373060, -3.980274], [0.507130, -1.220557, -1.062867], [0.274550, 0.439014, -1.593804], [3.482040, -0.892802, -2.595207], [3.835681, 2.229826, -2.132461], [2.161642, 2.420476, -1.688803], [2.440189, 3.139757, -3.979026], [1.483105, 1.684420, -4.009493], [4.430138, 1.250114, -4.256108], [3.718983, 2.156931, -5.574068], [2.835201, -0.626139, -4.673749], [3.755355, -0.246128, -6.133820], [2.081982, 0.297675, -5.980043]], "forces_ev_per_angstrom": [[0.24, -0.07, -0.23], [0.00, 0.01, -0.01], [-0.01, 0.00, -0.04], [-0.05, 0.01, 0.01], [-0.04, 0.01, 0.00], [-0.03, 0.03, 0.03], [0.00, 0.04, -0.05], [0.00, 0.00, 0.00], [0.00, -0.01, 0.01], [0.01, -0.01, 0.00], [0.01, 0.00, 0.00], [0.01, 0.00, 0.00], [0.00, -0.01, 0.01], [-0.02, 0.01, -0.01], [0.04, -0.04, 0.08], [-0.27, 0.04, -0.07], [0.05, 0.01, -0.03], [-0.08, 0.19, 0.00], [0.02, 0.03, 0.18], [0.00, 0.17, -0.22], [0.01, -0.04, -0.02], [0.00, -0.01, 0.01], [0.21, -0.30, 0.06], [0.03, -0.01, 0.04], [0.04, -0.04, 0.04], [-0.14, 0.00, 0.08], [0.01, 0.01, 0.03], [0.00, 0.01, -0.01], [-0.02, -0.01, -0.03], [0.04, -0.04, 0.04], [0.05, 0.04, 0.00], [-0.09, 0.03, -0.03], [-0.06, 0.01, -0.01], [0.04, 0.02, 0.07], [0.03, -0.06, -0.05], [0.02, 0.02, 0.06], [-0.04, 0.03, -0.02], [0.04, -0.01, 0.02], [-0.08, 0.03, 0.03], [0.05, -0.03, -0.01], [-0.02, -0.01, -0.03], [0.00, 0.00, 0.01], [0.02, -0.02, 0.00], [-0.03, 0.00, 0.00], [0.00, 0.00, -0.01], [0.01, 0.00, 0.00], [-0.01, 0.00, -0.01], [0.04, 0.03, -0.02], [-0.01, 0.01, -0.01], [-0.01, -0.01, -0.01], [0.02, 0.03, -0.01], [-0.04, 0.07, -0.07], [0.07, -0.09, 0.08], [0.03, 0.04, 0.00], [0.02, -0.02, -0.04], [0.00, 0.00, 0.01], [0.00, -0.03, -0.04], [0.00, 0.00, 0.01], [0.00, 0.00, 0.01], [0.00, 0.00, 0.01], [0.01, 0.01, 0.00], [0.00, 0.00, 0.00], [-0.01, -0.01, 0.01], [-0.02, -0.03, 0.04], [-0.04, -0.03, 0.00], [-0.03, -0.04, 0.04], [-0.03, 0.04, 0.06], [-0.01, -0.02, 0.02], [0.00, 0.00, -0.01], [0.01, 0.00, 0.01], [-0.02, -0.01, 0.01], [0.00, -0.01, 0.00], [-0.01, 0.00, 0.00], [0.03, 0.04, -0.03], [0.00, 0.00, 0.00], [0.01, 0.02, 0.00]], "mulliken_charge": [0.858, -0.259, -0.306, -0.348, -0.333, -0.278, -0.383, 0.283, 0.370, 0.340, 0.363, 0.292, 0.317, -0.566, 0.321, 0.241, -0.824, 0.604, 0.406, -0.741, 0.144, -0.578, -0.175, -1.145, 0.671, -0.511, 0.344, 0.259, 0.358, -0.576, -0.508, 0.065, 0.525, -0.772, 0.570, -0.670, -0.302, -0.499, -0.470, -0.061, 0.357, 0.338, 0.299, 0.291, 0.468, 0.426, 0.435, 0.195, -1.345, -0.333, -0.195, -0.605, 0.118, -1.064, -0.349, -0.695, -0.728, 0.409, 0.224, 0.298, 0.305, 0.294, 0.362, -0.005, -0.338, 0.482, -0.261, 0.425, 0.225, 0.327, 0.220, 0.332, 0.402, -0.075, 0.425, 0.310], "total_charge": -1, "gap_ev": 4.91, "de_lowest_ev": 0.890, "energy_ha": -3897.12117}

{"formula": "C6H21NO5", "method": "wB97M-V/def2-TZVPD", "species": ["C", "C", "C", "C", "N", "C", "C", "O", "H", "H", "H", "H", "H", "H", "H", "H", "H", "H", "H", "H", "H", "O", "H", "H", "O", "H", "H", "O", "H", "H", "O", "H", "H"], "xyz": [[2.462156, 1.166717, 3.682680], [1.597999, 0.432759, 2.625594], [1.575466, 1.122226, 1.192069], [0.258341, 1.626640, 0.685177], [-0.624835, 0.634653, -0.038341], [-0.427046, 0.170319, -1.340645], [0.490060, 0.992456, -2.211351], [-1.007949, -0.818199, -1.871403], [2.107011, 1.028549, 4.665181], [2.482198, 2.270127, 3.657674], [3.447919, 0.738819, 3.776603], [2.000915, -0.581681, 2.608870], [0.682476, 0.319664, 3.199628], [2.186030, 2.070042, 1.146545], [2.145127, 0.452390, 0.507625], [-0.252747, 2.321583, 1.481257], [0.534504, 2.341339, -0.267093], [-1.477145, 0.286213, 0.521748], [0.105699, 1.197319, -3.244021], [1.396074, 0.400544, -2.185819], [0.811139, 1.931755, -1.766626], [3.409249, -0.602410, -0.778481], [2.859936, -1.220419, -0.445694], [3.787706, -0.735135, -1.554706], [-1.324223, -1.729801, 1.055826], [-1.536739, -1.866625, 0.096185], [-0.515586, -2.426198, 1.029836], [-3.211733, -2.808146, -0.921676], [-2.822336, -2.000838, -1.153373], [-2.457977, -3.331974, -0.441876], [-3.034600, 0.793981, -1.832745], [-2.468919, 0.819019, -2.612271], [-3.029247, -0.207163, -1.764595]], "forces_ev_per_angstrom": [[0.42, 0.56, -0.41], [0.75, 0.99, 0.61], [1.30, -0.34, 1.08], [-0.70, 2.11, -3.37], [-1.30, -0.48, 0.82], [-1.37, 0.44, 0.65], [0.37, 0.09, -0.11], [0.95, 1.12, 1.75], [-0.98, -0.60, 1.26], [0.23, -0.40, -0.74], [0.69, 0.33, -0.52], [-0.05, -0.01, -0.51], [-0.91, 0.14, -1.03], [-0.20, -0.97, 0.77], [-0.99, 0.68, 0.21], [0.41, -1.77, -1.65], [-0.65, -1.10, 3.03], [2.26, 0.36, -1.54], [0.28, -0.68, 1.02], [0.45, -0.12, -0.76], [-0.30, -0.01, -0.27], [0.40, 4.93, 4.14], [-2.46, -3.54, 0.91], [2.23, -1.65, -5.26], [2.83, -3.67, -1.30], [-0.02, 0.86, 1.04], [-2.52, 2.51, 0.78], [0.98, -3.56, 1.87], [1.10, 1.73, -0.81], [-2.36, 1.42, -1.44], [-0.48, -1.80, -0.33], [-0.03, 0.55, -0.13], [-0.31, 1.87, 0.24]], "nbo_charge": [-0.609, -0.416, -0.449, -0.205, -0.628, 0.710, -0.721, -0.729, 0.204, 0.204, 0.204, 0.199, 0.213, 0.214, 0.238, 0.228, 0.189, 0.442, 0.244, 0.247, 0.214, -0.936, 0.474, 0.474, -0.941, 0.466, 0.464, -0.917, 0.457, 0.464, -0.926, 0.463, 0.464], "gap_ev": 9.77, "de_lowest_ev": 4.450, "energy_ha": -672.05675}

{"formula": "C18H19N3O2", "method": "wB97M-V/def2-TZVPD", "species": ["C", "N", "C", "C", "O", "C", "C", "C", "C", "C", "C", "C", "C", "O", "N", "C", "C", "C", "C", "C", "C", "N", "C", "H", "H", "H", "H", "H", "H", "H", "H", "H", "H", "H", "H", "H", "H", "H", "H", "H", "H", "H"], "xyz": [[1.685590, 0.334509, -0.057696], [0.359618, -0.072022, -0.486883], [-0.482576, 1.026169, -0.917162], [-0.052785, 1.745352, -2.212825], [-0.982555, 2.736730, -2.581842], [-0.995140, 3.936479, -1.930060], [-0.082690, 4.346380, -0.964738], [-0.199398, 5.604579, -0.395857], [-1.215462, 6.461810, -0.772083], [-2.125652, 6.055049, -1.735636], [-2.018739, 4.806232, -2.310059], [0.418264, -1.187038, -1.415511], [0.666421, -2.511425, -0.687192], [1.191010, -3.458492, -1.224290], [0.194635, -2.474293, 0.586896], [0.214374, -3.462159, 1.566609], [-0.278784, -3.138114, 2.832091], [-0.290291, -4.078639, 3.845130], [0.187737, -5.356103, 3.619086], [0.681174, -5.682125, 2.355668], [1.171234, -6.988777, 2.118753], [1.562981, -8.052167, 1.948050], [0.697692, -4.743752, 1.326812], [1.594518, 1.125811, 0.684901], [2.317796, 0.688968, -0.882050], [2.183132, -0.518520, 0.402934], [-1.494839, 0.638841, -1.068122], [-0.525440, 1.753155, -0.101027], [-0.054254, 1.038477, -3.047443], [0.954490, 2.166720, -2.116094], [0.726917, 3.706916, -0.648233], [0.517739, 5.910697, 0.351905], [-1.298627, 7.438543, -0.320837], [-2.923267, 6.715870, -2.040578], [-2.715577, 4.474097, -3.063357], [1.193745, -1.077156, -2.187064], [-0.546343, -1.286743, -1.921354], [-0.172901, -1.566523, 0.858783], [-0.653844, -2.141038, 3.014606], [-0.674996, -3.812650, 4.818138], [0.183157, -6.097811, 4.403066], [1.081939, -5.005836, 0.354564]], "forces_ev_per_angstrom": [[0.02, 0.00, 0.02], [-0.03, 0.01, -0.20], [-0.17, 0.30, -0.21], [0.20, -0.36, 0.29], [-0.21, 0.18, -0.01], [-0.13, 0.23, 0.00], [0.11, -0.34, -0.12], [-0.07, 0.14, 0.02], [0.06, 0.12, 0.11], [0.00, -0.04, -0.01], [0.08, -0.21, -0.03], [0.06, 0.00, 0.00], [-0.09, 0.35, -0.04], [0.11, -0.23, -0.17], [-0.21, 0.26, 0.24], [0.04, -0.32, 0.17], [0.06, -0.08, -0.10], [0.00, 0.05, -0.05], [0.07, -0.12, -0.10], [-0.39, 0.93, 0.31], [0.18, -0.48, -0.08], [0.13, -0.35, -0.07], [0.05, -0.11, -0.04], [0.06, 0.03, 0.04], [0.03, 0.00, 0.01], [0.10, 0.02, 0.05], [0.02, 0.10, 0.01], [-0.07, -0.04, -0.06], [0.09, 0.08, 0.09], [-0.06, -0.04, -0.07], [0.05, -0.10, 0.00], [0.05, 0.02, 0.05], [0.00, 0.08, 0.04], [-0.07, 0.04, -0.04], [-0.09, -0.04, -0.09], [-0.07, -0.10, 0.07], [0.03, 0.01, -0.02], [0.12, -0.08, -0.15], [-0.04, 0.10, 0.02], [-0.03, 0.02, 0.06], [0.00, -0.05, 0.04], [0.00, 0.01, -0.01]], "nbo_charge": [-0.420, -0.461, -0.236, -0.087, -0.492, 0.296, -0.273, -0.202, -0.245, -0.185, -0.259, -0.321, 0.673, -0.596, -0.642, 0.241, -0.236, -0.196, -0.186, -0.151, 0.275, -0.298, -0.227, 0.205, 0.176, 0.209, 0.205, 0.206, 0.195, 0.173, 0.204, 0.213, 0.215, 0.215, 0.224, 0.206, 0.228, 0.425, 0.210, 0.222, 0.228, 0.269], "gap_ev": 9.11, "de_lowest_ev": 2.106, "energy_ha": -1012.05398}

What is the formula in the first record? C8H12N3O5S2